Record 1
Molecular formula: C2H4N2O2
Method: DFT, wB97M-V/def2-TZVPD

Geometry as XYZ:
```
10
Properties=species:S:1:pos:R:3:forces:R:3
C -1.03404 1.40253 -1.26820 2.0 -3.9 2.4
C 0.39783 0.00514 0.68016 2.4 -0.6 2.8
N 0.89500 -1.14142 1.27467 0.4 3.2 1.2
N -0.26410 -0.23004 -0.50317 -3.6 4.2 -3.1
O 0.60914 1.11592 1.14198 -0.6 -0.7 -1.1
O -0.75648 -1.24257 -1.05007 1.2 0.4 1.2
H -1.19226 0.84932 -2.12402 -0.7 -0.2 -1.9
H -1.11237 2.37064 -0.86091 0.2 0.6 0.5
H 0.72169 -1.96962 0.88210 -1.0 -3.7 -2.1
H 1.73559 -1.15990 1.82746 -0.2 0.8 0.2
```
Positions in Å, forces in eV/Å.

## Properties
Relative energy (zero: lowest compared OMol25 entry of this formula, charge and spin): 7.192 eV
Orbital gap (spin up / spin down): 9.0 / 9.0 eV
E: -9208.03116 eV

---

Record 2
Molecular formula: C2H4N2O2P
Method: DFT, wB97M-V/def2-TZVPD

Geometry as XYZ:
```
11
Properties=species:S:1:pos:R:3:forces:R:3
N 2.32917 0.90475 -0.20759 0.9 -0.2 -0.7
C 1.27114 0.91192 0.23520 0.4 0.7 1.4
C -0.00466 0.97395 0.84865 -1.1 -1.6 -1.2
P -0.92445 -0.78185 0.08542 2.2 -0.2 2.6
N -0.10138 -0.92068 -1.37802 0.2 -0.5 0.4
O -0.49624 -1.97274 0.93452 0.1 1.6 -1.3
O -2.29428 -0.33250 0.12193 -2.7 0.8 -0.9
H -0.53376 1.81544 0.36637 -0.2 -0.4 0.7
H -0.04582 0.88839 1.94509 0.2 0.3 -0.6
H 0.72129 -1.33179 -0.90234 0.2 0.3 -1.6
H 0.07898 -0.15488 -2.04924 -0.1 -0.7 1.1
```
Positions in Å, forces in eV/Å.

## Properties
Relative energy (zero: lowest compared OMol25 entry of this formula, charge and spin): 0.000 eV
Orbital gap: 9.1 eV
Net charge: -1
SMILES: N#CC[P@@](N)(=O)[O-]
E: -18506.17793 eV

---

Record 3
Molecular formula: C2H4N2O2PS2
Method: DFT, wB97M-V/def2-TZVPD

Geometry as XYZ:
```
13
Properties=species:S:1:pos:R:3:forces:R:3
N -0.34160 -1.65110 0.46079 0.2 -0.6 -2.4
S 0.91974 -1.08206 -0.56048 -1.3 0.3 1.0
C 0.40218 0.74799 -0.69343 -2.1 -2.9 -0.4
N -0.99511 0.86110 -0.82187 -0.1 -0.2 -1.3
C -1.67945 1.18053 0.20400 0.1 -0.4 -0.2
O -1.52363 1.46120 1.36724 0.3 0.2 1.0
O -3.11656 1.27658 -0.21881 -1.9 0.6 -0.1
P -4.37867 0.33303 -0.14098 2.4 -1.3 0.1
S -3.64922 -1.50431 0.07770 -1.4 1.0 -0.1
H -0.29841 -1.59032 1.45417 0.0 0.5 0.2
H -1.25885 -1.71395 -0.02615 1.1 0.3 1.1
H 0.87527 1.10913 -1.52588 1.4 0.8 -2.3
H 0.77302 1.16474 0.13797 1.4 1.8 3.3
```
Positions in Å, forces in eV/Å.

## Properties
Relative energy (zero: lowest compared OMol25 entry of this formula, charge and spin): 0.733 eV
Orbital gap: 7.2 eV
Net charge: -1
SMILES: NSC/N=C(\[O-])OP=S
E: -40175.04316 eV

---

Record 4
Molecular formula: C2H4N2O2S
Method: DFT, wB97M-V/def2-TZVPD

Geometry as XYZ:
```
11
Properties=species:S:1:pos:R:3:forces:R:3
O 1.78987 -1.74905 -0.00669 -0.3 0.4 0.0
C 1.09553 -0.74832 0.03440 0.1 -0.3 0.0
C -0.39062 -0.87498 0.23674 0.4 0.1 -0.1
N -1.17773 0.04096 -0.14468 -0.6 -0.3 0.1
S -2.85838 -0.26422 0.04154 0.5 0.1 -0.1
N 1.59615 0.49804 -0.23187 0.6 0.0 0.0
O 1.00293 1.62857 0.32447 -0.5 0.3 -0.1
H -0.66263 -1.84013 0.65752 -0.2 -0.1 0.0
H -3.24037 0.90745 -0.47929 0.0 0.0 0.0
H 2.61204 0.58792 -0.18487 -0.5 -0.2 -0.1
H 0.23321 1.81376 -0.24728 0.4 -0.1 0.2
```
Positions in Å, forces in eV/Å.

## Properties
Relative energy (zero: lowest compared OMol25 entry of this formula, charge and spin): 2.588 eV
Orbital gap: 9.7 eV
SMILES: O=C(/C=N/S)NO
E: -20046.89457 eV

---

Record 5
Molecular formula: C2H4N2O2S
Method: DFT, wB97M-V/def2-TZVPD

Geometry as XYZ:
```
11
Properties=species:S:1:pos:R:3:forces:R:3
H 2.06277 -1.36897 -0.50755 0.2 0.0 0.0
N 1.11121 -1.71636 -0.44084 -0.1 -0.2 0.0
C 0.36145 -0.79533 -0.03783 0.0 0.4 0.1
N 0.71748 0.49149 0.37800 -0.1 -0.4 0.0
O 2.01123 0.82743 -0.03847 0.6 0.1 0.6
S -1.36267 -1.22976 0.21360 -0.1 0.0 0.0
C -2.27379 0.24731 -0.07039 0.4 0.5 -0.3
O -1.84256 1.34728 -0.34077 -0.3 -0.6 0.2
H 0.07132 1.20045 0.06031 -0.2 0.2 -0.1
H 2.49722 0.96188 0.80045 -0.3 -0.1 -0.6
H -3.35367 0.03458 -0.01650 0.0 0.0 0.1
```
Positions in Å, forces in eV/Å.

## Properties
Relative energy (zero: lowest compared OMol25 entry of this formula, charge and spin): 2.235 eV
Orbital gap: 10.4 eV
SMILES: [H]/N=C(\NO)SC=O
E: -20047.24823 eV

---

Record 6
Molecular formula: C2H4N2O3
Method: DFT, wB97M-V/def2-TZVPD

Geometry as XYZ:
```
11
Properties=species:S:1:pos:R:3:forces:R:3
N 0.21488 0.51240 -0.10057 -0.3 0.0 -0.1
N 0.88405 -0.39060 -1.01583 -0.4 0.1 0.2
C -0.41216 -0.43765 1.31337 0.0 -0.7 -0.3
C -0.59413 -0.36869 -0.96161 0.4 0.6 0.2
O 0.42861 1.87907 -0.28123 0.0 -0.4 -0.1
O 0.40706 -1.07268 1.88382 -0.4 0.2 -0.4
O -1.23257 -1.15881 -0.12349 0.6 0.1 0.6
H 1.37990 2.00282 -0.13081 -0.1 -0.1 0.0
H 1.25833 -1.15228 -0.44116 -0.1 0.0 0.0
H -1.25727 0.13742 1.69826 0.2 0.2 -0.2
H -1.07669 0.04901 -1.84076 0.1 -0.1 0.0
```
Positions in Å, forces in eV/Å.

## Properties
Relative energy (zero: lowest compared OMol25 entry of this formula, charge and spin): 6.116 eV
Orbital gap: 10.7 eV
E: -11256.45071 eV

---

Record 7
Molecular formula: C2H4N2O3S
Method: DFT, wB97M-V/def2-TZVPD

Geometry as XYZ:
```
12
Properties=species:S:1:pos:R:3:forces:R:3
C 1.45856 -3.20654 2.51124 2.2 -0.2 0.3
C -1.43957 0.83031 -0.66496 -1.4 0.7 0.6
N -0.16872 1.01482 -0.51244 1.5 0.2 0.5
N -2.17589 2.15747 -0.40040 -1.8 -0.9 -1.8
O 1.29936 -0.01144 -2.25381 -0.1 -0.8 1.2
O -2.19907 -0.10759 -0.91643 -0.1 -1.0 -0.3
O 2.31241 0.58356 -0.11477 -0.4 -0.2 0.5
S 1.13488 -0.09155 -0.73718 -0.5 1.3 -2.2
H 2.45503 -3.78606 2.92337 -1.7 1.1 -0.9
H 1.93811 -2.29461 2.00204 -0.5 -0.9 0.5
H -3.13344 2.15397 -1.01333 3.2 -0.1 1.7
H -1.48166 2.75766 -0.82334 -0.3 0.9 -0.1
```
Positions in Å, forces in eV/Å.

## Properties
Relative energy (zero: lowest compared OMol25 entry of this formula, charge and spin): 3.263 eV
Orbital gap (spin up / spin down): 5.7 / 3.1 eV
Net charge: -2
E: -22090.24102 eV

---

Record 8
Molecular formula: C2H4N2O3S
Method: DFT, wB97M-V/def2-TZVPD

Geometry as XYZ:
```
12
Properties=species:S:1:pos:R:3:forces:R:3
C 1.57088 -0.59298 -0.15518 2.2 -0.2 2.1
C 0.73092 0.23897 0.64890 -2.0 2.9 -0.3
O 0.75566 1.41762 0.85088 0.4 -1.7 0.7
O -0.49529 -0.53003 1.08344 0.2 0.0 0.4
S -1.54413 -0.35495 -0.08109 0.6 3.5 -1.0
O -2.61229 -1.26554 0.06995 0.0 -0.6 0.1
N -0.85555 0.39347 -1.26781 0.1 -2.3 -0.9
N -1.75168 1.25796 -0.37693 -1.3 -0.2 1.1
H 1.22538 -1.55937 -0.03191 -0.1 -2.2 0.1
H 2.59136 -0.46473 0.21244 0.1 -0.2 -0.3
H 1.48483 -0.34313 -1.14619 -0.1 0.9 -2.3
H -1.10009 1.80271 0.19352 -0.1 0.1 0.3
```
Positions in Å, forces in eV/Å.

## Properties
Relative energy (zero: lowest compared OMol25 entry of this formula, charge and spin): 5.316 eV
Orbital gap: 9.2 eV
SMILES: CC(=O)O[S@]1(=O)=NN1
E: -22091.52381 eV

---

Record 9
Molecular formula: C2H4N2OS
Method: DFT, wB97M-V/def2-TZVPD

Geometry as XYZ:
```
10
Properties=species:S:1:pos:R:3:forces:R:3
H 2.79789 0.12767 0.61950 0.6 -0.4 0.4
N 2.64366 -0.17927 -0.34076 -0.5 0.9 0.8
C 1.40938 -0.02300 -0.54922 -1.0 -0.7 -2.1
N 0.34471 0.23066 0.35258 -0.6 0.3 -0.8
S -1.11854 0.94304 -0.26531 0.8 0.0 -0.5
C -2.34842 -0.28544 0.03501 -1.5 -1.8 2.0
O -3.48880 -0.26840 -0.42433 3.3 0.0 1.1
H 1.06236 -0.17301 -1.60789 0.0 0.0 1.1
H 0.61781 0.67684 1.20442 0.2 0.1 0.6
H -1.92005 -1.04909 0.97600 -1.2 1.5 -2.7
```
Positions in Å, forces in eV/Å.

## Properties
Relative energy (zero: lowest compared OMol25 entry of this formula, charge and spin): 2.495 eV
Orbital gap: 10.4 eV
SMILES: [H]/N=C\NSC=O
E: -18000.16473 eV

---

Record 10
Molecular formula: C2H4N2OS
Method: DFT, wB97M-V/def2-TZVPD

Geometry as XYZ:
```
10
Properties=species:S:1:pos:R:3:forces:R:3
C -0.70926 0.67309 0.08811 -0.4 -1.3 -5.3
C -0.79732 -0.84297 -0.02780 -0.3 -2.8 -0.1
N 0.61921 1.18799 -0.07303 1.6 -0.4 0.6
N 1.45366 0.30371 -0.06707 4.2 1.3 -0.2
O 3.30248 0.59642 0.06593 -4.1 -0.7 -0.4
S 1.03867 -1.32647 -0.16005 -1.3 -0.1 0.3
H -1.25940 1.10570 -0.78165 -0.1 0.1 1.1
H -0.98552 0.99132 0.98390 -1.8 1.6 3.7
H -1.24298 -1.38735 0.86645 0.8 1.0 -0.8
H -1.41954 -1.30144 -0.89478 1.4 1.2 1.1
```
Positions in Å, forces in eV/Å.

## Properties
Relative energy (zero: lowest compared OMol25 entry of this formula, charge and spin): 7.612 eV
Orbital gap (spin up / spin down): 9.5 / 9.5 eV
E: -17995.04704 eV